(1)
This record from OMol25 describes a molecular structure, C12H13ClIrO2 at a distorted geometry. The level of theory is ωB97M-V with the def2-TZVPD basis set.

Geometry as XYZ:
```
29
C12H13ClIrO2 (ωB97M-V with the def2-TZVPD basis set)
C -2.16 -0.95 -0.03
C -1.56 -1.13 -1.32
C -1.35 0.16 -1.89
H -1.32 -2.09 -1.78
C -1.70 1.15 -0.92
C -2.24 0.46 0.24
H -2.74 0.92 1.09
H -2.52 -1.73 0.63
H -0.98 0.36 -2.89
H -1.69 2.23 -1.05
Ir -0.11 0.07 0.28
Cl 0.18 -1.98 1.37
C 2.10 0.08 0.36
C 1.75 1.34 -0.28
C 1.41 1.06 -1.64
H 1.94 2.32 0.16
C 1.54 -0.35 -1.86
C 2.01 -0.95 -0.67
H 2.28 -1.99 -0.53
H 2.60 -0.02 1.32
H 1.13 1.82 -2.36
H 1.34 -0.89 -2.78
C -0.22 1.11 4.25
O -0.16 0.40 2.98
C -0.10 1.15 1.88
O -0.06 2.38 1.88
H -1.16 0.78 4.71
H -0.19 2.19 4.08
H 0.65 0.74 4.81
```

Computed properties:
* gap between HOMO and LUMO (spin up / spin down): 0.116 / 0.244 Ha
* net charge: -1
* <S²>: 6.028
* highest occupied orbital energy (spin up / spin down): -0.086 / -4.095 eV
* relative energy (zero: lowest compared OMol25 entry of this formula, charge and spin): 41.0 kcal/mol
* 2S+1: 5

---

(2)
This record from OMol25 describes a molecular structure, C12H13ClMnN2O2 at a distorted geometry. The level of theory is ωB97M-V with the def2-TZVPD basis set.

Geometry as XYZ:
```
31
C12H13ClMnN2O2 (ωB97M-V with the def2-TZVPD basis set)
Cl -3.93 -0.61 -0.51
C 1.94 -1.98 -1.70
C 2.64 -0.73 -1.88
C 1.66 0.31 -2.00
H 3.72 -0.63 -2.01
C 0.35 -0.28 -2.02
C 0.52 -1.69 -1.77
H -0.32 -2.38 -1.72
H 2.40 -2.97 -1.63
H 1.84 1.38 -2.14
C -0.90 0.38 -2.49
Mn 1.44 -0.74 -0.18
C 2.95 -0.57 0.81
C 1.08 -2.27 0.77
O 3.74 -0.62 1.68
O 0.67 -3.06 1.52
H -0.87 1.45 -2.24
H -1.79 -0.07 -2.02
H -1.02 0.29 -3.58
C -2.82 2.04 1.88
N -1.55 1.33 1.82
C -0.66 1.18 2.88
C 0.40 0.45 2.40
N 0.18 0.21 1.04
C -1.03 0.71 0.75
H -3.61 1.39 1.49
H -3.01 2.32 2.92
H -2.79 2.96 1.27
H -0.86 1.57 3.86
H 1.26 0.08 2.93
H -1.62 0.53 -0.13
```

Computed properties:
* gap between HOMO and LUMO (spin up / spin down): 0.307 / 0.236 Ha
* net charge: +2
* <S²>: 3.811
* highest occupied orbital energy (spin up / spin down): -16.561 / -16.537 eV
* relative energy (zero: lowest compared OMol25 entry of this formula, charge and spin): 0.0 kcal/mol
* 2S+1: 4

---

(3)
This record from OMol25 describes a molecular structure, C12H13CrN at a distorted geometry. The level of theory is ωB97M-V with the def2-TZVPD basis set.

Geometry as XYZ:
```
27
C12H13CrN (ωB97M-V with the def2-TZVPD basis set)
Cr -1.05 -1.11 -0.56
C -2.96 -2.46 -1.59
H -3.57 -1.56 -1.42
H -2.80 -2.58 -2.66
H -3.55 -3.32 -1.26
H -1.94 -2.52 -1.00
H -0.59 -2.61 -0.34
C -1.11 0.63 3.35
C -0.16 1.66 3.23
C 0.61 1.73 2.05
C 0.34 0.82 1.02
N -0.64 -0.12 1.13
C -1.32 -0.26 2.31
C 1.08 0.75 -0.23
C 2.15 1.64 -0.51
C 2.83 1.51 -1.73
C 2.49 0.46 -2.61
C 1.45 -0.44 -2.31
C 0.71 -0.26 -1.15
H -1.69 0.53 4.28
H 0.02 2.39 3.99
H 1.38 2.45 1.89
H -2.01 -1.10 2.38
H 2.41 2.41 0.23
H 3.63 2.23 -1.96
H 3.06 0.36 -3.55
H 1.23 -1.26 -2.98
```

Computed properties:
* gap between HOMO and LUMO (spin up / spin down): 0.225 / 0.299 Ha
* net charge: 0
* <S²>: 6.058
* highest occupied orbital energy (spin up / spin down): -6.190 / -8.227 eV
* 2S+1: 5

---

(4)
This record from OMol25 describes a single C12H13FN5O3P molecule at a distorted geometry. The level of theory is ωB97M-V with the def2-TZVPD basis set.

Geometry as XYZ:
```
35
C12H13FN5O3P (ωB97M-V with the def2-TZVPD basis set)
O -1.76 -2.47 -0.19
P -1.87 -3.23 -1.46
O -3.41 -3.20 -1.87
O -1.43 -4.68 -1.25
C -0.83 -2.27 -2.83
N -0.28 -0.92 -2.49
C 1.12 -0.68 -2.04
C 1.48 0.86 -2.01
C 0.99 1.60 -0.84
C 0.68 2.09 0.23
C 0.35 2.68 1.54
C 1.22 3.39 2.29
C 0.86 4.07 3.46
C -0.42 3.95 3.88
C -1.30 3.19 3.15
C -0.96 2.55 2.01
F -1.97 1.86 1.35
C 1.55 -1.34 -0.75
N 2.85 -1.66 -0.51
N 2.77 -2.45 0.67
N 1.57 -2.69 1.02
N 0.84 -1.99 0.15
H -3.76 -3.30 -0.94
H -1.88 -5.02 -0.50
H 0.00 -2.90 -3.18
H -1.47 -2.16 -3.73
H -0.95 -0.45 -1.94
H 1.77 -0.98 -2.81
H 1.06 1.37 -2.86
H 2.55 0.91 -2.02
H 2.21 3.56 1.91
H 1.56 4.82 3.81
H -0.79 4.43 4.87
H -2.25 2.98 3.50
H -0.14 -1.90 0.35
```

Computed properties:
* gap between HOMO and LUMO: 0.336 Ha
* net charge: 0
* highest occupied orbital energy: -9.061 eV

---

(5)
This record from OMol25 describes a gas-phase ion, C12H13FNS (charge +1) at a distorted geometry. The level of theory is ωB97M-V with the def2-TZVPD basis set.

Geometry as XYZ:
```
28
C12H13FNS (ωB97M-V with the def2-TZVPD basis set)
N -2.28 1.05 -1.74
C -0.92 1.33 -1.20
C -0.21 0.04 -0.89
F -0.17 -0.71 -2.01
C 1.19 0.33 -0.26
C 1.73 1.65 -0.22
C 3.04 1.76 0.23
C 3.75 0.62 0.80
C 3.17 -0.65 0.82
C 1.91 -0.74 0.16
C -1.17 -0.81 0.34
C -1.40 -2.12 0.49
C -2.28 -2.42 1.47
C -2.76 -1.37 2.09
S -2.10 0.05 1.48
H -2.65 1.84 -2.33
H -2.99 0.96 -1.11
H -2.14 0.22 -2.33
H -1.02 1.89 -0.27
H -0.35 1.95 -2.00
H 1.26 2.54 -0.62
H 3.54 2.76 0.35
H 4.76 0.65 1.00
H 3.64 -1.52 1.15
H 1.40 -1.74 0.12
H -0.93 -2.84 -0.12
H -2.66 -3.42 1.61
H -3.38 -1.30 2.99
```

Computed properties:
* gap between HOMO and LUMO: 0.320 Ha
* net charge: +1
* highest occupied orbital energy: -12.153 eV
* relative energy (zero: lowest compared OMol25 entry of this formula, charge and spin): 7.3 kcal/mol

---

(6)
This record from OMol25 describes a molecular structure, C12H13HfN at a distorted geometry. The level of theory is ωB97M-V with the def2-TZVPD basis set.

Geometry as XYZ:
```
27
C12H13HfN (ωB97M-V with the def2-TZVPD basis set)
Hf -0.35 -0.81 -1.61
C -1.37 -1.88 -3.28
H -2.23 -2.60 -3.32
H -1.43 -1.41 -4.29
H -0.40 -2.44 -3.34
H 1.23 -0.30 -2.24
H 1.36 -0.20 -1.42
C 0.70 -2.78 2.17
C 0.93 -1.69 3.01
C 0.73 -0.42 2.50
C 0.24 -0.22 1.22
N -0.02 -1.32 0.44
C 0.24 -2.60 0.87
C -0.03 1.08 0.61
C 0.16 2.30 1.29
C -0.15 3.49 0.63
C -0.51 3.51 -0.72
C -0.66 2.32 -1.44
C -0.49 1.13 -0.74
H 0.90 -3.79 2.53
H 1.27 -1.81 4.04
H 1.00 0.47 3.07
H 0.04 -3.41 0.16
H 0.50 2.26 2.32
H -0.04 4.41 1.20
H -0.72 4.45 -1.20
H -0.93 2.26 -2.49
```

Computed properties:
* gap between HOMO and LUMO: 0.234 Ha
* net charge: +2
* highest occupied orbital energy: -16.239 eV

---

(7)
This record from OMol25 describes a molecular structure, C12H13LaNP at a distorted geometry. The level of theory is ωB97M-V with the def2-TZVPD basis set.

Geometry as XYZ:
```
28
C12H13LaNP (ωB97M-V with the def2-TZVPD basis set)
C 0.43 -0.64 -4.00
C -0.58 -0.01 -4.83
C -0.50 1.42 -4.63
C 0.47 1.82 -3.66
C 1.14 0.71 -2.99
La -1.02 0.25 -2.42
P 0.34 -2.45 -1.17
H 1.00 -1.65 -3.98
H -1.34 -0.46 -5.48
H -1.10 2.13 -5.21
H 2.11 0.68 -2.28
H 0.65 2.89 -3.48
H 1.55 -2.50 -0.45
H 0.62 -3.79 -1.67
H -0.20 -3.02 0.01
N -0.24 0.54 -0.10
C -0.39 0.56 1.09
C -0.38 0.47 2.49
C -1.56 0.47 3.30
C -1.40 0.49 4.68
C -0.16 0.41 5.28
C 0.99 0.23 4.48
C 0.85 0.20 3.09
H -2.56 0.38 2.85
H -2.30 0.52 5.33
H -0.06 0.40 6.37
H 1.96 0.07 4.90
H 1.72 -0.13 2.47
```

Computed properties:
* gap between HOMO and LUMO (spin up / spin down): 0.196 / 0.129 Ha
* net charge: 0
* highest occupied orbital energy (spin up / spin down): -5.947 / -4.253 eV
* relative energy (zero: lowest compared OMol25 entry of this formula, charge and spin): 0.0 kcal/mol

---

- net charge of number 6 (C12H13HfN)?
  +2

---

- What is the net charge in the sixth record?
  +2